The molecule C22H27N3O4S. Source: the Open Molecules 2025 dataset; level of theory: ωB97M-V/def2-TZVPD.

```
57
Properties=species:S:1:pos:R:3:nbo_charge:R:1
O -1.638 -1.434 1.309 -0.620
C -1.946 -1.222 0.153 0.683
N -1.080 -1.144 -0.883 -0.614
C 0.320 -1.090 -0.817 0.093
C 1.049 -1.426 0.315 -0.162
C 2.425 -1.299 0.325 -0.306
C 3.127 -0.845 -0.795 0.245
N 4.513 -0.749 -0.838 -0.456
C 5.325 -1.231 0.262 -0.246
C 5.539 -0.136 1.315 -0.086
O 6.131 1.005 0.729 -0.525
C 5.345 1.496 -0.333 -0.083
C 5.130 0.429 -1.417 -0.238
C 2.380 -0.554 -1.944 -0.275
C 1.008 -0.669 -1.953 -0.207
C -3.415 -1.051 -0.265 -0.136
C -4.273 -1.952 0.627 -0.403
C -5.761 -1.722 0.400 -0.398
C -6.070 -0.244 0.604 -0.402
C -5.209 0.581 -0.342 -0.232
N -3.797 0.345 -0.080 -0.671
S -2.817 1.439 -0.908 2.301
O -2.420 0.883 -2.184 -0.976
O -3.497 2.699 -0.937 -0.928
C -1.369 1.615 0.127 -0.253
C -1.482 1.504 1.499 -0.189
C -0.349 1.659 2.280 -0.208
C 0.871 1.939 1.686 -0.187
C 0.966 2.076 0.311 -0.201
C -0.161 1.912 -0.476 -0.216
H -1.462 -0.795 -1.758 0.435
H 0.537 -1.762 1.200 0.247
H 2.944 -1.553 1.235 0.210
H 4.877 -2.121 0.701 0.214
H 6.300 -1.505 -0.156 0.203
H 6.227 -0.468 2.094 0.196
H 4.575 0.139 1.771 0.163
H 5.882 2.358 -0.733 0.196
H 4.364 1.822 0.050 0.157
H 4.513 0.841 -2.212 0.211
H 6.101 0.138 -1.833 0.200
H 2.881 -0.249 -2.850 0.213
H 0.454 -0.429 -2.849 0.216
H -3.539 -1.333 -1.325 0.196
H -4.015 -1.732 1.664 0.230
H -4.005 -2.990 0.425 0.221
H -6.340 -2.334 1.092 0.215
H -6.030 -2.014 -0.618 0.195
H -5.846 0.040 1.633 0.206
H -7.122 -0.034 0.406 0.217
H -5.450 0.322 -1.385 0.179
H -5.374 1.650 -0.206 0.244
H -2.442 1.280 1.935 0.240
H -0.419 1.556 3.352 0.220
H 1.752 2.055 2.300 0.216
H 1.914 2.303 -0.153 0.217
H -0.121 2.005 -1.549 0.239
```

## Properties
Electronic energy (Ha): -1717.9488
E_HOMO (eV): -7.46
Charge: 0
Kohn-Sham gap (eV): 8.1
Relative energy (zero: lowest compared OMol25 entry of this formula, charge and spin) (eV): 1.896